(1)
117
Properties=species:S:1:pos:R:3:lowdin_spin:R:1 method="wB97M-V/def2-TZVPD" multiplicity=2 homo_ev="-1.59 / -1.59" total_charge=-2 s2=0.7607 gap_ha="0.1981 / 0.1982"
Ag -1.100 -0.594 0.599 0.014
N -0.793 3.181 2.097 0.001
C -1.907 2.693 2.652 0.000
N -2.332 3.220 3.812 0.000
C -3.448 2.673 4.271 0.000
N -3.944 3.178 5.451 0.000
N -4.154 1.696 3.700 0.000
C -3.623 1.243 2.560 0.000
N -2.526 1.697 1.991 0.000
C -4.337 0.119 1.877 0.000
C -5.512 -0.396 2.411 0.000
C -6.127 -1.446 1.753 0.000
C -5.545 -1.946 0.601 0.000
C -4.364 -1.373 0.151 0.000
N -3.778 -0.351 0.765 0.000
H -0.204 3.755 2.674 0.000
H -0.352 2.599 1.384 0.001
H -3.259 3.654 6.014 0.000
H -4.560 2.549 5.937 0.000
H -5.903 0.021 3.327 0.000
H -7.037 -1.881 2.148 0.000
H -5.973 -2.784 0.067 0.000
H -3.849 -1.743 -0.728 0.000
N 5.963 -0.761 -2.342 0.000
C 4.698 -1.349 -2.141 0.001
C 4.165 -2.215 -3.090 0.000
C 2.948 -2.845 -2.863 0.000
C 2.262 -2.613 -1.685 0.002
C 2.775 -1.727 -0.742 0.005
C 3.983 -1.096 -0.968 0.005
S 0.738 -3.450 -1.318 0.000
O 0.495 -4.359 -2.423 0.000
O 0.917 -4.008 -0.007 0.000
N -0.341 -2.285 -1.232 -0.001
C -1.089 -1.931 -2.288 0.000
S -0.916 -2.501 -3.955 0.000
C -2.181 -1.423 -4.439 0.000
C -2.646 -0.758 -3.360 0.001
N -2.045 -1.032 -2.162 0.003
H 6.172 -0.606 -3.317 0.000
H 6.079 0.097 -1.821 0.000
H 4.712 -2.404 -4.008 0.000
H 2.530 -3.531 -3.588 0.000
H 2.221 -1.528 0.167 0.000
H 4.357 -0.386 -0.239 0.000
H -2.524 -1.366 -5.460 0.000
H -3.451 -0.034 -3.380 0.000
C 3.224 4.137 -7.043 -0.001
C 2.666 3.496 -5.799 -0.005
C 3.469 3.234 -4.702 0.003
C 2.968 2.620 -3.551 0.006
C 3.919 2.354 -2.415 0.011
C 1.621 2.260 -3.493 0.160
Te 0.740 1.196 -1.675 0.338
N 0.615 0.982 0.479 0.299
C 1.749 1.249 1.104 0.021
O 2.837 1.616 0.596 0.018
C 1.707 1.178 2.629 0.015
C 2.758 1.754 3.338 0.001
C 2.750 1.777 4.726 0.001
C 1.689 1.213 5.425 -0.001
C 0.647 0.621 4.725 0.000
C 0.656 0.603 3.338 0.002
C -0.142 3.107 -1.307 0.018
C 0.737 4.170 -1.087 0.006
C 0.267 5.441 -0.806 0.002
C -1.103 5.666 -0.752 0.000
C -1.975 4.615 -0.962 -0.001
C -1.521 3.320 -1.232 0.001
C -2.549 2.237 -1.423 0.005
C 0.794 2.526 -4.594 0.024
C -0.678 2.202 -4.581 0.009
C 1.326 3.136 -5.726 0.009
H 4.241 4.495 -6.876 0.000
H 2.615 4.986 -7.361 0.000
H 3.253 3.428 -7.875 0.000
H 4.519 3.516 -4.732 0.000
H 4.756 3.057 -2.443 0.001
H 4.321 1.344 -2.505 0.001
H 3.442 2.399 -1.435 0.007
H 3.572 2.183 2.769 0.000
H 3.574 2.233 5.264 0.000
H 1.682 1.225 6.509 0.000
H -0.176 0.154 5.253 0.000
H -0.155 0.114 2.809 0.001
H 1.804 3.989 -1.127 0.001
H 0.966 6.250 -0.630 0.000
H -1.489 6.655 -0.532 0.000
H -3.045 4.783 -0.896 0.000
H -3.312 2.299 -0.647 0.000
H -2.128 1.235 -1.379 0.005
H -3.039 2.351 -2.396 0.000
H -0.879 1.233 -4.123 0.004
H -1.079 2.186 -5.596 0.000
H -1.228 2.953 -4.007 0.000
H 0.674 3.335 -6.573 0.002
C 1.062 -7.698 3.644 0.000
C 0.338 -6.408 3.356 0.000
C -1.026 -6.384 3.108 0.000
C -1.706 -5.197 2.845 0.000
C -3.179 -5.257 2.544 0.000
C -1.010 -3.977 2.836 0.000
Se -1.973 -2.358 2.517 0.003
C 0.375 -3.994 3.072 0.000
C 1.168 -2.725 3.034 0.000
C 1.018 -5.198 3.327 0.000
H 0.421 -8.559 3.442 0.000
H 1.378 -7.759 4.690 0.000
H 1.959 -7.795 3.028 0.000
H -1.582 -7.318 3.102 0.000
H -3.547 -6.283 2.632 0.000
H -3.374 -4.892 1.533 0.000
H -3.747 -4.608 3.213 0.000
H 1.014 -2.217 2.079 0.000
H 2.234 -2.921 3.166 0.000
H 0.831 -2.034 3.810 0.000
H 2.094 -5.187 3.488 0.000

=====

(2)
91
Properties=species:S:1:pos:R:3:mulliken_charge:R:1 method="wB97M-V/def2-TZVPD" homo_ev=-12.42 total_charge=+2 gap_ha=0.2190
Sc 1.597 -1.333 -1.099 -0.244
N 3.410 -5.397 -2.213 0.156
C 3.052 -4.151 -2.482 -0.460
N 2.497 -3.378 -1.588 -0.179
C 2.249 -3.842 -0.306 0.878
N 1.698 -2.852 0.366 0.501
N 1.381 -2.988 1.697 -0.874
C 1.411 -1.905 2.371 -0.991
C 1.864 -0.540 1.998 1.413
C 2.030 0.349 3.051 -1.137
C 2.519 1.624 2.815 -0.450
C 2.839 1.984 1.517 -0.860
C 2.642 1.060 0.512 -0.524
N 2.159 -0.176 0.728 0.313
C 2.616 -5.187 0.056 0.945
C 2.412 -5.766 1.321 -0.313
C 2.790 -7.069 1.548 -0.926
C 3.380 -7.822 0.529 -0.467
C 3.592 -7.279 -0.720 -0.957
C 3.210 -5.965 -0.954 0.111
H 3.841 -5.954 -2.938 0.312
H 3.239 -3.762 -3.477 0.453
H 1.129 -2.015 3.412 0.387
H 1.782 0.029 4.054 0.518
H 2.652 2.324 3.627 0.605
H 3.215 2.969 1.285 0.585
H 2.881 1.304 -0.516 0.706
H 1.956 -5.179 2.101 0.552
H 2.633 -7.513 2.520 0.464
H 3.677 -8.844 0.721 0.434
H 4.050 -7.862 -1.509 0.419
F 1.185 1.566 -3.798 -0.123
C 2.026 0.849 -4.537 0.530
F 1.459 0.522 -5.680 -0.194
F 3.138 1.526 -4.738 -0.187
S 2.438 -0.701 -3.627 1.146
O 3.308 -1.468 -4.443 -0.524
O 1.138 -1.325 -3.258 -0.615
O 2.990 -0.245 -2.307 -0.627
C -0.749 1.586 -0.022 -0.509
C -0.316 2.518 -1.143 -1.810
As -0.594 4.459 -0.816 0.162
C 0.216 4.568 0.969 -0.012
C -0.358 4.056 2.134 0.353
C 0.273 4.216 3.360 -0.848
C 1.485 4.894 3.440 -0.546
C 2.064 5.409 2.289 -0.673
C 1.429 5.247 1.062 -0.679
C -2.480 4.364 -0.331 0.066
C -2.995 5.277 0.589 -0.373
C -4.352 5.302 0.871 -0.607
C -5.213 4.420 0.231 -0.671
C -4.713 3.520 -0.696 -0.624
C -3.354 3.494 -0.980 0.089
P -0.833 -0.148 -0.582 1.719
C -1.431 -1.097 0.849 0.464
C -1.524 -0.552 2.128 -0.468
C -1.949 -1.338 3.192 -0.724
C -2.278 -2.670 2.987 -0.643
C -2.192 -3.218 1.713 -0.743
C -1.771 -2.435 0.651 -0.791
C -2.211 -0.183 -1.752 0.913
C -3.520 -0.125 -1.270 -0.739
C -4.580 -0.052 -2.158 -0.737
C -4.341 -0.030 -3.527 -0.729
C -3.042 -0.083 -4.010 -0.669
C -1.976 -0.162 -3.125 -0.150
H -1.750 1.833 0.345 1.231
H -0.059 1.650 0.824 -0.016
H -0.850 2.297 -2.071 0.709
H 0.749 2.401 -1.359 0.200
H -1.324 3.567 2.092 0.522
H -0.199 3.843 4.261 0.467
H 1.956 5.053 4.401 0.513
H 2.991 5.966 2.349 0.451
H 1.866 5.687 0.172 0.404
H -2.336 5.978 1.089 0.468
H -4.742 6.016 1.584 0.417
H -6.273 4.444 0.448 0.407
H -5.381 2.842 -1.213 0.458
H -2.986 2.793 -1.722 0.475
H -1.287 0.491 2.305 0.456
H -2.041 -0.902 4.178 0.486
H -2.618 -3.277 3.815 0.430
H -2.466 -4.251 1.546 0.500
H -1.734 -2.863 -0.347 0.480
H -3.711 -0.134 -0.203 0.436
H -5.594 -0.013 -1.782 0.522
H -5.171 0.027 -4.219 0.431
H -2.858 -0.068 -5.076 0.482
H -0.965 -0.211 -3.508 0.273

=====

(3)
29
Properties=species:S:1:pos:R:3:mulliken_charge:R:1 method="wB97M-V/def2-TZVPD" homo_ev=-12.33 total_charge=+1 gap_ha=0.3183
C 1.170 1.554 -0.510 -0.841
C 1.389 -0.306 0.979 -0.852
C -0.196 1.306 -0.560 -0.818
C 0.003 -0.487 0.992 -0.499
C 2.007 0.655 0.198 0.768
C -0.801 0.207 0.106 0.383
C 4.097 -0.150 -0.888 -1.128
C 3.523 0.878 0.127 -0.984
C -2.981 -1.147 0.528 -1.400
C -2.305 0.122 0.046 0.762
N -2.599 -2.281 -0.349 -0.298
F -2.764 0.030 -1.637 -0.476
P -3.383 1.678 0.276 -0.104
H 1.719 2.355 -1.008 0.347
H 1.931 -0.875 1.695 0.415
H -0.932 1.876 -1.155 0.611
H -0.523 -1.141 1.573 0.648
H 3.680 -1.053 -0.943 0.444
H 5.085 -0.237 -0.569 0.372
H 4.029 0.219 -1.986 0.282
H 3.645 1.844 -0.101 0.528
H 3.806 0.690 1.188 0.349
H -4.007 -1.125 0.463 0.591
H -2.919 -1.293 1.531 0.528
H -1.678 -2.579 -0.197 0.371
H -2.404 -1.987 -1.359 0.392
H -3.147 -3.115 -0.543 0.364
H -3.254 1.683 1.740 0.105
H -2.191 2.678 0.366 0.138

=====

(4)
10
Properties=species:S:1:pos:R:3:mulliken_charge:R:1 method="wB97M-V/def2-TZVPD" homo_ev=-15.73 total_charge=+1 gap_ha=0.3774
C 0.484 -1.528 -0.106 0.728
C -0.913 0.544 -0.129 -0.378
N -0.578 -0.823 0.048 -0.139
N 0.999 1.237 -0.084 0.861
O 1.264 -2.377 -0.078 -0.171
O 1.177 2.370 -0.021 -0.387
O 1.601 0.231 0.058 -0.484
H -1.482 0.919 -0.904 0.349
H -1.284 0.942 0.894 0.323
H -1.269 -1.515 0.324 0.298

=====

(5)
11
Properties=species:S:1:pos:R:3:mulliken_charge:R:1 method="wB97M-V/def2-TZVPD" homo_ev=-9.87 total_charge=0 smiles="O=C[C@@H]1CO1.[H][H]" gap_ha=0.3882
O 0.394 -2.071 -0.678 -0.524
C -0.376 -1.192 -0.351 -0.156
C -0.029 -0.005 0.413 0.286
C -0.147 1.394 0.839 -0.192
O 1.111 0.694 0.710 -0.366
H -1.473 -1.219 -0.469 0.316
H -0.384 -0.932 1.171 0.126
H -0.504 1.509 1.862 0.230
H -0.234 2.296 0.223 0.236
H 0.892 -0.601 -1.833 0.025
H 0.750 0.128 -1.887 0.017

=====

(6)
25
Properties=species:S:1:pos:R:3:mulliken_charge:R:1 method="wB97M-V/def2-TZVPD" homo_ev=-12.71 total_charge=+1 gap_ha=0.3257
C 2.466 0.331 -0.800 -0.599
C 3.006 0.398 -2.054 -0.287
C 1.059 0.438 -1.027 0.408
C 0.062 -0.304 2.575 -0.334
C -0.335 1.059 2.197 -0.289
C -0.023 -1.289 1.682 -0.894
C -0.724 1.417 0.932 -0.550
C -0.658 -1.108 0.349 -0.071
C -0.676 0.404 -0.159 -0.057
N 0.855 0.559 -2.317 -0.352
N -1.507 0.515 -1.399 0.004
N -2.088 -1.495 0.355 -0.586
O 2.081 0.524 -2.968 -0.231
H 2.817 0.004 0.161 0.373
H 4.042 0.532 -2.388 0.417
H 0.398 -0.532 3.594 0.479
H -0.258 1.944 2.854 0.374
H 0.262 -2.292 1.827 0.521
H -1.030 2.376 0.591 0.366
H -0.130 -1.678 -0.433 0.551
H -0.866 0.454 -2.192 0.420
H -1.784 1.554 -1.517 0.418
H -2.305 -2.460 0.213 0.227
H -2.312 -0.198 -1.300 0.421
H -2.352 -1.151 1.224 0.270

=====

ΔE to the lowest compared entry with this formula, charge and spin, record by record: 0.0, 0.0, 64.1, 328.2, 523.3, 464.4 kJ/mol